{"formula": "C9H19NO3S2", "method": "the ωB97M-V functional and the def2-TZVPD basis", "species": ["C", "O", "C", "C", "C", "S", "N", "C", "O", "C", "S", "H", "H", "H", "H", "H", "H", "H", "H", "H", "H", "H", "C", "C", "C", "O", "H", "H", "H", "H", "H", "H", "H", "H"], "coordinates": [[0.15494, 3.95608, 2.32747], [0.30053, 3.06724, 1.24092], [1.16864, 1.98289, 1.49951], [1.86869, 1.57961, 0.21943], [0.83731, 0.99057, -0.78491], [0.69969, -0.79830, -0.76669], [1.08979, 1.57196, -2.12216], [1.68525, 2.85758, -1.82016], [1.45740, 3.85856, -2.42302], [2.56597, 2.69442, -0.58986], [3.10621, 4.21792, 0.20442], [1.11069, 4.42933, 2.57793], [-0.23273, 3.44162, 3.21456], [-0.56287, 4.71515, 2.02420], [0.57597, 1.11707, 1.83154], [1.88307, 2.21664, 2.29493], [2.60950, 0.82235, 0.48805], [-0.15401, 1.33994, -0.48339], [2.01452, -1.03556, -0.88544], [1.77983, 1.00335, -2.61209], [3.50158, 2.27305, -0.97363], [1.90719, 4.81303, 0.17401], [-2.71241, -5.31966, -1.12339], [-2.23498, -4.49195, 0.05875], [-2.90120, -3.12714, 0.10498], [-0.81399, -4.36031, 0.04680], [-2.47602, -4.80740, -2.06072], [-2.22259, -6.29292, -1.13136], [-3.79214, -5.47154, -1.08738], [-2.44635, -5.03233, 0.98420], [-2.64849, -2.56164, -0.79725], [-2.55685, -2.55925, 0.96894], [-3.98737, -3.21672, 0.15163], [-0.57477, -3.87361, -0.75080]], "mulliken_charge": [-0.86, -0.26, -1.07, 0.45, -0.43, -0.13, -0.41, 0.29, -0.51, -0.44, -0.19, 0.38, 0.32, 0.24, 0.39, 0.45, 0.60, 0.30, 0.13, 0.33, 0.32, 0.12, -1.24, 0.38, -1.15, -0.53, 0.31, 0.31, 0.37, 0.27, 0.27, 0.29, 0.39, 0.32], "energy_ha": -1431.142213, "smiles": "COC[C@H]1[C@H](S)NC(=O)[C@H]1S.CC(C)O", "gap_ha": 0.3524, "fmax_ev_per_a": 0.57, "total_charge": 0, "lumo_energy_ev": 0.32}

{"formula": "C9H19NO4S", "method": "the ωB97M-V functional and the def2-TZVPD basis", "species": ["C", "C", "N", "C", "C", "C", "C", "C", "O", "C", "C", "O", "S", "O", "O", "H", "H", "H", "H", "H", "H", "H", "H", "H", "H", "H", "H", "H", "H", "H", "H", "H", "H", "H"], "coordinates": [[-1.42006, 2.84358, -2.17447], [-0.37587, 2.42271, -0.96876], [-1.04342, 1.75418, 0.21182], [-1.29666, 0.27960, -0.00606], [0.09519, -0.64474, 0.02098], [0.88097, -0.56933, 1.45846], [2.48833, -0.91687, 1.38475], [3.35394, 0.07212, 0.39433], [3.33724, -0.33933, -1.03371], [-0.22729, -2.25475, -0.29801], [-1.83536, -2.60741, -0.07624], [-2.38165, -2.11425, 1.19792], [-2.52474, -0.41454, 1.22817], [-2.29676, 0.04025, 2.69519], [-3.93078, 0.11962, 0.80731], [-0.92341, 2.63608, -3.21566], [-2.38671, 2.17654, -2.07437], [-1.65362, 4.00750, -2.10850], [0.11078, 3.42442, -0.55465], [0.48998, 1.81263, -1.46560], [-0.56941, 1.95479, 1.11946], [-1.78598, 0.15039, -1.08348], [0.73049, -0.27584, -0.89331], [0.38910, -1.41006, 2.14860], [0.69686, 0.44772, 2.05581], [2.91264, -0.72496, 2.48398], [2.71300, -2.07096, 1.17939], [3.10071, 1.22876, 0.54285], [4.49209, -0.03745, 0.73574], [2.80760, 0.36883, -1.50574], [0.49175, -2.98093, 0.30097], [-0.01877, -2.49916, -1.44802], [-2.47173, -2.08469, -0.93917], [-1.94846, -3.79444, -0.11996]], "mulliken_charge": [-0.89, 0.09, -0.16, -0.82, 0.60, -0.75, -0.53, -0.36, -0.55, -0.78, -0.38, -0.36, 1.14, -0.63, -0.64, 0.28, 0.26, 0.26, 0.39, -0.09, 0.34, 0.30, 0.10, 0.27, 0.31, 0.34, 0.24, 0.21, 0.28, 0.32, 0.30, 0.28, 0.27, 0.34], "energy_ha": -1107.993050, "smiles": "CCN[C@H]1[C@@H](CCCO)CCOS1(=O)=O", "gap_ha": 0.3650, "fmax_ev_per_a": 7.52, "total_charge": 0, "lumo_energy_ev": 0.33, "de_lowest_kj_mol": 463.76}

{"formula": "C9H19O5S", "method": "the ωB97M-V functional and the def2-TZVPD basis", "species": ["C", "C", "C", "C", "C", "C", "C", "C", "C", "O", "O", "O", "O", "O", "S", "H", "H", "H", "H", "H", "H", "H", "H", "H", "H", "H", "H", "H", "H", "H", "H", "H", "H", "H"], "coordinates": [[0.56132, -0.91071, -2.92705], [-1.52350, -2.58367, -2.83938], [-0.13242, 2.85326, 2.52929], [1.86300, 1.32621, 3.10032], [-2.04140, -0.45641, 0.87518], [0.32177, -1.01584, 0.03589], [-0.73624, -1.41050, -2.12312], [0.66684, 1.64780, 2.06457], [-0.62466, -0.03143, 0.80241], [-2.67245, 1.26303, -1.56989], [-2.57601, 3.02640, 0.20717], [-0.40034, -1.88642, -0.78196], [-0.18663, 0.46932, 2.00608], [-0.52483, 1.44597, -0.30338], [-1.82607, 2.36680, -0.88884], [0.96991, -0.16217, -2.31214], [1.33181, -1.78916, -2.87932], [0.30092, -0.56343, -3.87922], [-2.56939, -2.27281, -2.93654], [-1.33437, -3.56110, -2.32241], [-1.06467, -2.71258, -3.86622], [-0.66401, 2.63495, 3.41479], [0.69469, 3.60890, 2.62341], [-0.73260, 3.14955, 1.66385], [1.85809, 0.34906, 3.30246], [1.56305, 1.77212, 4.07452], [2.73843, 1.68935, 2.62771], [-2.59540, 0.36450, 1.31090], [-2.38773, -0.73592, -0.12567], [-2.08331, -1.26057, 1.53389], [0.86448, -1.54271, 0.77849], [0.94549, -0.27353, -0.46181], [-1.38293, -0.48762, -2.21995], [1.28042, 1.69603, 1.09943]], "mulliken_charge": [-1.57, -1.24, -1.30, -1.47, -1.71, -1.05, 1.23, 0.77, 1.42, -0.65, -0.61, -0.43, -0.39, -0.48, 0.36, 0.39, 0.28, 0.49, 0.28, 0.29, 0.30, 0.34, 0.33, 0.29, 0.49, 0.31, 0.39, 0.40, 0.27, 0.50, 0.44, 0.23, -0.11, 0.20], "energy_ha": -1128.650067, "gap_ha": 0.2557, "fmax_ev_per_a": 5.02, "total_charge": -1, "lumo_energy_ev": 3.26, "de_lowest_kj_mol": 122.92}

{"formula": "C9H19OP", "method": "the ωB97M-V functional and the def2-TZVPD basis", "species": ["C", "C", "O", "C", "C", "C", "C", "C", "C", "C", "H", "H", "H", "H", "H", "H", "H", "H", "H", "H", "H", "H", "H", "H", "H", "H", "P", "H", "H", "H"], "coordinates": [[0.34252, -1.82288, -1.10013], [-0.28180, -1.22177, -0.08729], [-1.50428, -1.67607, 0.44945], [-1.75139, -3.11315, 0.24904], [0.16072, 0.02832, 0.42429], [1.20757, 0.10039, 1.22194], [-0.69371, 1.35232, 0.10051], [-2.12554, 1.37128, 0.75478], [0.07222, 2.52794, 0.54614], [-0.96654, 1.33161, -1.36971], [-0.00680, -2.85071, -1.34866], [1.03458, -1.24318, -1.71347], [-2.15307, -3.34088, -0.75032], [-2.60084, -3.30021, 0.95875], [-0.80035, -3.73338, 0.54695], [1.70807, 0.92247, 1.76595], [1.78357, -0.84277, 1.55732], [-2.81563, 0.63846, 0.33463], [-2.49654, 2.36386, 0.56150], [-1.95553, 1.27757, 1.76945], [1.07957, 2.46358, 0.12340], [0.19840, 2.70257, 1.53146], [-0.35061, 3.47823, 0.24274], [-0.06118, 1.22469, -2.04440], [-1.30291, 2.25704, -1.69716], [-1.67093, 0.60213, -1.54292], [3.57800, -0.45477, -0.67122], [3.49381, 0.56682, 0.25646], [4.03462, -1.32690, 0.21872], [4.84398, -0.28262, -1.28819]], "mulliken_charge": [-0.94, 0.21, -0.28, -0.92, 0.63, -1.34, 2.37, -1.81, -2.33, -1.96, 0.23, 0.28, 0.36, 0.24, 0.36, 0.45, 0.41, 0.36, 0.50, 0.42, 0.45, 0.50, 0.44, 0.27, 0.54, 0.51, -0.06, 0.03, 0.01, 0.07], "energy_ha": -770.762362, "smiles": "C=C(OC)C(=C)C(C)(C)C.P", "gap_ha": 0.3473, "fmax_ev_per_a": 4.01, "total_charge": 0, "lumo_energy_ev": 0.84, "de_lowest_kj_mol": 227.55}

{"formula": "C9H20BrN2O", "method": "the ωB97M-V functional and the def2-TZVPD basis", "species": ["C", "C", "C", "C", "C", "C", "C", "C", "N", "Br", "C", "N", "O", "H", "H", "H", "H", "H", "H", "H", "H", "H", "H", "H", "H", "H", "H", "H", "H", "H", "H", "H", "H"], "coordinates": [[4.03607, -1.98526, -1.14528], [3.23529, -1.02468, -0.35756], [2.30482, -1.48084, 0.67767], [1.24628, -0.51549, 1.17175], [0.18771, -0.28226, 0.02735], [-1.00196, 0.47809, 0.53786], [-0.65507, 2.00293, 0.58863], [-2.22706, 0.38636, -0.43576], [-1.92340, 1.12866, -1.70270], [-2.74895, -1.48295, -0.94157], [-3.75579, 1.21083, 0.15411], [-4.31454, 0.75119, 1.22332], [-3.96767, 2.24680, -0.46712], [4.73995, -1.61739, -1.76510], [3.34509, -2.65514, -1.73709], [4.58686, -2.62445, -0.39502], [2.67257, -0.46919, -1.12168], [4.04452, -0.36069, -0.02185], [2.76391, -1.85593, 1.62626], [1.82209, -2.36140, 0.31194], [0.76918, -1.07387, 2.02293], [1.70889, 0.32792, 1.65780], [-0.09456, -1.32756, -0.21001], [0.68231, 0.20353, -0.87545], [-1.27012, 0.06226, 1.54462], [0.07975, 2.17571, -0.19416], [-1.51171, 2.73409, 0.71744], [-0.16041, 2.14452, 1.54728], [-2.74023, 1.86554, -1.79554], [-1.72349, 0.56138, -2.51737], [-1.08327, 1.67149, -1.28309], [-4.00493, -0.18725, 1.51918], [-5.04211, 1.35305, 1.63823]], "mulliken_charge": [-1.46, 0.05, -0.75, -0.68, -0.34, 0.15, -1.96, -0.36, -0.16, -0.02, 0.62, -0.29, -0.64, 0.45, 0.31, 0.28, 0.07, 0.26, 0.40, 0.33, 0.32, 0.39, 0.28, 0.18, 0.56, 0.68, 0.34, 0.41, 0.40, 0.40, 0.22, 0.26, 0.32], "energy_ha": -3113.405322, "smiles": "CCCCC[C@@H](C)[C@@]([NH3+])(Br)C(N)=O", "gap_ha": 0.3889, "fmax_ev_per_a": 5.80, "total_charge": 1, "lumo_energy_ev": -2.93, "de_lowest_kj_mol": 0.00}

{"formula": "C9H20GaN3OPS", "method": "the ωB97M-V functional and the def2-TZVPD basis", "species": ["C", "C", "C", "O", "Ga", "P", "S", "H", "H", "H", "H", "H", "H", "H", "H", "H", "H", "H", "C", "C", "N", "H", "H", "H", "C", "C", "N", "H", "H", "H", "C", "C", "N", "H", "H", "H"], "coordinates": [[-0.42291, -0.91949, 0.80268], [0.84254, -0.26152, 1.37663], [0.64854, 0.09623, 2.83216], [1.83037, 0.56820, 3.40776], [1.44358, 1.48310, 5.00996], [3.42912, 1.73612, 6.27782], [4.92903, 2.69264, 5.37515], [-0.41507, -0.92040, -0.27750], [-0.51904, -1.92751, 1.19882], [-1.28601, -0.36555, 1.17210], [1.06675, 0.63155, 0.79344], [1.68676, -0.93595, 1.25430], [0.26721, -0.79129, 3.35562], [-0.14433, 0.86118, 2.87629], [0.39548, 0.58331, 5.84398], [0.79749, 2.89191, 4.62227], [3.10375, 2.38067, 7.49075], [3.84693, 0.48420, 6.77527], [-1.21811, 2.74349, 0.09953], [-2.25099, 1.81986, -0.34241], [-3.05336, 1.07213, -0.67680], [-0.87815, 3.34721, -0.73914], [-1.61361, 3.39331, 0.87695], [-0.37931, 2.18052, 0.50612], [-1.99711, -1.98638, -3.29526], [-0.62921, -2.09614, -2.81464], [0.44252, -2.17623, -2.41575], [-2.06337, -1.18793, -4.03187], [-2.29960, -2.92220, -3.76109], [-2.66894, -1.75987, -2.46936], [0.00143, -1.85552, -6.76964], [-1.41879, -1.66968, -7.03329], [-2.54038, -1.52449, -7.21937], [0.32882, -2.80986, -7.17573], [0.56978, -1.05387, -7.23564], [0.18457, -1.84405, -5.69624]], "mulliken_charge": [-1.02, -0.37, -0.40, -0.47, 0.41, 0.02, -0.55, 0.09, 0.47, 0.30, 0.17, 0.36, 0.29, 0.18, -0.28, -0.26, 0.01, 0.04, -0.53, 0.38, -0.44, 0.29, 0.27, 0.02, -0.82, 0.40, -0.42, 0.25, 0.32, 0.30, -0.60, 0.32, -0.38, 0.25, 0.26, 0.15], "energy_ha": -3258.781823, "gap_ha": 0.2288, "fmax_ev_per_a": 0.93, "total_charge": -1, "lumo_energy_ev": 1.98}

{"formula": "C9H20IN", "method": "the ωB97M-V functional and the def2-TZVPD basis", "species": ["I", "C", "C", "C", "N", "C", "C", "C", "C", "C", "C", "H", "H", "H", "H", "H", "H", "H", "H", "H", "H", "H", "H", "H", "H", "H", "H", "H", "H", "H", "H"], "coordinates": [[-2.63542, -1.43331, -2.57174], [1.67480, 2.99889, -2.09518], [1.44473, 1.72773, -1.22141], [0.11438, 1.46686, -0.51329], [-0.20370, -0.03572, -0.03225], [0.88817, -0.67098, 0.76890], [0.61364, -2.05440, 1.30787], [-0.53225, -1.83813, 2.27361], [-1.76495, -1.14175, 1.76239], [-1.46452, 0.09989, 0.86479], [-0.46948, -0.93449, -1.27287], [1.47989, 3.89785, -1.51038], [0.92208, 3.06596, -2.88068], [2.66080, 3.20646, -2.51087], [2.14679, 1.76872, -0.38862], [1.80830, 0.89404, -1.82214], [-0.78244, 1.70567, -1.08494], [0.14363, 1.85496, 0.50486], [1.05913, -0.05032, 1.64847], [1.82625, -0.39438, 0.28766], [1.38495, -2.44859, 1.96953], [0.50342, -2.80869, 0.52877], [-0.11941, -1.22521, 3.07484], [-0.63133, -2.80698, 2.76311], [-2.63749, -0.92630, 2.37914], [-2.24310, -1.80271, 1.03948], [-1.41933, 1.01952, 1.44817], [-2.22704, 0.22196, 0.09552], [-0.86018, -1.92102, -1.02346], [0.48929, -0.91546, -1.79102], [-1.16960, -0.52006, -1.99826]], "mulliken_charge": [-0.69, -1.45, -0.50, -0.38, 0.49, -0.82, -0.75, -0.69, -0.75, -0.73, -1.47, 0.35, 0.36, 0.37, 0.37, 0.36, 0.40, 0.35, 0.49, 0.48, 0.34, 0.35, 0.30, 0.37, 0.43, 0.36, 0.48, 0.42, 0.47, 0.32, 0.37], "energy_ha": -707.210267, "gap_ha": 0.2262, "fmax_ev_per_a": 7.26, "total_charge": 0, "lumo_energy_ev": 0.26, "de_lowest_kj_mol": 358.58}